Entry from the OMol25 dataset: a 2-piece molecular cluster, C7H11NO2 overall (ωB97M-V/def2-TZVPD).

Each line ends with the Löwdin charge.
Element x y z (Å)
O -2.51594 2.65888 -0.22638  0.1564
O -1.71418 -2.00199 0.95230  -0.0668
N -2.32970 0.88536 1.29954  0.2176
C 1.92029 2.14355 0.06538  -0.0978
C 0.25308 -1.18788 -0.09909  -0.2518
C -2.33527 1.74467 0.44563  -0.4151
C -0.47678 -1.79396 -1.22686  -0.0025
C -0.55681 -2.30644 0.29696  -0.3198
C 1.07110 -0.25440 0.36595  -0.0559
C 1.76933 0.70354 -0.57933  -0.2355
H 2.94932 2.49053 0.23330  0.0664
H 1.47650 2.01725 1.08241  0.0635
H -0.25264 -3.38444 0.54698  0.1703
H 1.29953 2.79585 -0.51232  0.0510
H -0.10507 -2.48300 -1.95403  0.0874
H -2.48991 -1.85598 0.31204  0.1429
H 1.30129 0.83759 -1.50837  0.0770
H 1.41733 -0.23265 1.50113  0.1614
H 2.83773 0.43497 -0.84423  0.1204
H -2.17190 -0.07073 1.35870  0.0108
H -1.34729 -1.14070 -1.50971  0.1200

Atomic forces in eV per Å
0.28 1.49 -1.36
-3.69 0.89 0.03
-0.18 2.72 -0.65
-0.60 -1.75 1.28
1.88 -0.12 0.72
-0.66 -2.31 2.17
-1.35 0.78 1.70
-0.06 -1.59 -1.89
1.32 -0.35 0.55
2.50 1.26 1.69
-0.38 -0.06 -0.51
0.23 0.65 -0.63
0.20 1.87 -0.60
-0.02 0.88 -0.06
0.52 0.03 -0.37
1.86 -0.68 1.31
-1.02 -0.29 -1.21
-1.03 -0.07 -2.51
-1.19 -0.51 0.47
0.70 -1.84 -0.07
0.69 -1.01 -0.03

Calculated values
**Frontier orbital gap**: 0.3727 hartree
**HOMO**: -9.50 eV
**Energy relative to the best compared isomer or geometry (same formula, charge and spin)**: 382.4 kJ/mol
**SMILES string**: CC/C=C1\C[C@@H]1O.N=C=O


Entry from the OMol25 dataset: a 2-piece molecular cluster, C7H11NO2 overall (ωB97M-V/def2-TZVPD).

Each line ends with the Löwdin charge.
Element x y z (Å)
O 2.30777 -0.24217 -0.26947  -0.1915
O -1.42553 -0.83474 0.82011  -0.0067
N 1.47589 -1.18159 0.41465  0.0443
C 2.46177 0.88440 0.65883  -0.0816
C 0.23302 -3.12905 -0.62560  0.0459
C -1.26149 1.54312 0.56831  -0.0731
C 0.97881 -2.11042 -0.19598  -0.1699
C -1.46251 -0.04678 -1.40573  -0.0327
C -1.26318 2.73815 1.00231  -0.0055
C -1.41824 0.34286 0.02660  -0.3606
H 3.22534 1.53646 0.08326  0.1061
H -2.58518 -0.35272 -1.65250  0.1337
H -1.39248 0.84569 -2.04736  0.0859
H 2.90422 0.58082 1.65996  0.0905
H 1.37728 1.33754 0.71372  0.0863
H 0.63352 -4.11851 -0.70608  0.0467
H -2.22584 3.16211 1.33589  0.0704
H -0.65456 -0.72160 1.32933  0.0445
H -0.75661 -0.78420 -1.65444  0.0298
H -0.73121 -2.89375 -1.13387  0.0722
H -0.42077 3.44437 1.07807  0.0652

Atomic forces in eV per Å
-0.19 -0.43 1.25
-1.30 1.11 -1.20
0.54 1.11 0.32
-0.40 0.53 -1.21
0.26 1.78 -0.51
-0.05 -2.99 -1.75
-1.09 -1.67 -0.93
-4.18 2.14 -0.83
-0.55 2.73 1.06
0.50 -0.39 1.04
-1.50 -0.76 1.13
2.33 -0.10 0.53
0.50 -0.31 0.17
-0.77 0.24 -1.26
2.39 -0.41 0.32
0.16 -0.31 0.10
0.40 -0.03 -0.32
1.52 -0.30 1.50
0.73 -0.88 -0.32
0.83 -0.29 0.79
-0.14 -0.75 0.11

Calculated values
**Frontier orbital gap**: 0.3547 hartree
**HOMO**: -8.83 eV
**Energy relative to the best compared isomer or geometry (same formula, charge and spin)**: 690.7 kJ/mol
**SMILES string**: C=C=C(C)O.C=C=NOC


Entry from the OMol25 dataset: C7H11NO2S2 as an isolated structure (ωB97M-V/def2-TZVPD).

Each line ends with the Löwdin charge.
Element x y z (Å)
S 1.84782 1.49202 0.35629  0.9422
S -3.25298 -1.13861 -0.41281  0.8730
O -0.07264 1.01174 0.68217  -0.2816
O 4.49981 -0.93623 -0.99324  0.0652
N -0.86653 -0.94377 1.52088  0.1817
C -3.97845 0.53415 -0.20709  -0.4169
C 3.13271 0.84713 -0.36375  -0.5151
C -2.69085 1.20188 -0.72593  -0.2321
C -0.83754 0.06477 0.61546  -0.5461
C 2.58766 -1.61713 0.28365  -0.0425
C 3.48800 -0.62419 -0.40148  -0.5146
C -1.79057 -0.04150 -0.57366  -0.4703
H -1.17860 -0.26661 -1.45016  0.1187
H -4.87608 0.69670 -0.80601  0.0704
H 2.50192 -1.38360 1.34931  0.0806
H -2.79060 1.48507 -1.77392  0.1121
H -2.33706 2.06824 -0.15999  0.1135
H 3.86415 1.45817 -0.89598  0.0513
H -1.62537 -1.60838 1.52887  0.0631
H -4.19770 0.75183 0.84181  0.0755
H -0.27459 -0.85799 2.33281  0.1198
H 1.57637 -1.56927 -0.13398  0.0689
H 3.00252 -2.61703 0.15057  0.0831

Atomic forces in eV per Å
4.38 -0.08 0.36
0.11 0.05 0.03
-4.12 -0.19 0.67
-0.22 -0.25 0.11
0.21 0.44 0.03
-0.16 0.13 0.09
0.36 0.45 -0.34
-0.01 0.09 0.04
-1.08 -0.88 -0.23
-0.03 -0.16 -0.07
0.24 0.72 0.19
0.27 -0.07 -0.05
-0.01 0.02 0.04
0.15 -0.04 0.08
0.03 0.05 -0.13
0.02 -0.04 0.08
-0.08 -0.12 -0.09
-0.18 -0.23 -0.58
0.05 0.12 -0.10
0.05 -0.05 -0.16
-0.07 -0.03 -0.05
0.16 -0.02 0.06
-0.07 0.10 0.02

Calculated values
**Frontier orbital gap**: 0.2631 hartree
**HOMO**: -7.50 eV
**Energy relative to the best compared isomer or geometry (same formula, charge and spin)**: 289.9 kJ/mol